No. 1
The following is a DFT calculation (ωB97M-V/def2-TZVPD) of C36H82Br2F3I3O19S3 as an isolated structure at a distorted geometry.

The calculation puts the LUMO energy at -0.028 eV. For the orbital gap, the calculation gives 0.30172 Eh. The highest occupied orbital energy is -8.24 eV.

The geometry in ORCA input format:
```
! RIJCOSX wB97M-V def2-TZVPD def2/J DEFGRID3
* xyz 0 1
C 0.06255 3.68939 1.70257
C 1.52918 3.30228 1.64588
C 1.90070 1.82939 1.31667
I 4.05553 1.95005 1.23192
C 1.06716 1.15442 0.19120
C 1.70282 0.30678 -0.98260
S 2.83423 -0.87494 -0.09381
C 2.51601 1.24546 -1.90031
I 2.13471 3.33980 -1.90220
C 3.49812 0.84255 -2.70650
C 3.98704 -0.56185 -2.89044
I 4.63401 2.11735 -3.94942
C 0.59787 -0.54928 -1.81468
C 0.61088 -0.13706 -3.29554
C 0.88791 -2.07655 -1.74311
C 1.38471 -2.78194 -2.84186
C 1.62311 -4.16117 -2.79506
C 1.36416 -4.89505 -1.64305
C 0.83362 -4.21909 -0.54840
C 0.59978 -2.84862 -0.60180
C -0.88993 -0.35721 -1.36990
C -1.82317 -1.38841 -2.03239
C -3.28284 -1.39237 -1.50426
C -3.77049 -2.75177 -1.06137
F -5.07542 -2.63443 -0.71427
Br -2.85968 -3.29733 0.57659
C -3.71822 -3.81599 -2.23552
F -3.50855 -3.20156 -3.39386
F -4.91404 -4.40179 -2.30875
Br -2.42850 -5.25473 -2.04629
S -1.73430 1.25699 -1.83704
C -2.73479 1.80153 -0.46361
O -2.65079 1.01385 -2.93625
O -0.83971 2.35025 -2.15303
O -1.10727 -0.54813 0.02356
S -0.15297 0.14548 1.12566
O 0.49726 -0.85049 1.91530
O -1.02598 1.01070 1.85514
H 0.00743 4.76574 1.83950
H -0.51153 3.45010 0.81501
H -0.41487 3.23639 2.56242
H 2.05740 3.98338 0.99063
H 1.95498 3.46186 2.63272
H 1.72852 1.28380 2.23543
H 0.42008 1.92352 -0.22516
H 4.03813 -0.40876 -0.40471
H 4.92019 -0.71221 -2.35151
H 3.29781 -1.33465 -2.58256
H 4.22686 -0.71998 -3.93789
H -0.12726 -0.67923 -3.87118
H 0.44768 0.92357 -3.44030
H 1.56817 -0.34053 -3.74773
H 1.61193 -2.30487 -3.77854
H 2.01286 -4.66078 -3.66621
H 1.57604 -5.94982 -1.62234
H 0.61397 -4.76248 0.35594
H 0.19929 -2.40311 0.28752
H -1.44569 -2.38887 -1.85894
H -1.85916 -1.24188 -3.09938
H -3.48696 -0.69841 -0.70024
H -3.92406 -1.10887 -2.33289
H -2.85204 1.05544 0.30793
H -2.34156 2.72982 -0.07879
H -3.71636 2.00188 -0.87600
C -1.17408 3.17706 -5.98559
O -1.08732 1.95521 -5.26635
H -0.67523 3.05101 -6.94463
H -2.22491 3.43518 -6.15185
H -0.68896 3.99006 -5.43705
H -1.55064 2.10055 -4.42888
C 6.74070 -1.86946 0.60852
O 5.34460 -2.09542 0.78627
H 6.94221 -1.84249 -0.45976
H 7.03323 -0.91472 1.05304
H 7.32831 -2.67187 1.06057
H 5.17476 -2.11846 1.73336
C -4.73307 4.91097 -5.19680
O -5.10387 4.37717 -3.92062
H -5.47911 5.64895 -5.47908
H -3.75665 5.40140 -5.13565
H -4.69795 4.11408 -5.94183
H -4.44052 3.72475 -3.68018
C -5.45132 -2.39958 3.70510
O -4.96057 -3.73352 3.75292
H -6.21665 -2.30620 4.47172
H -4.65635 -1.67706 3.90969
H -5.89772 -2.17880 2.73046
H -4.28539 -3.81331 3.07444
C -6.71584 2.24911 0.29584
O -5.87436 1.32139 0.97878
H -6.10450 2.77807 -0.43131
H -7.52249 1.73479 -0.23171
H -7.14410 2.97605 0.98997
H -6.41405 0.85381 1.62087
C 4.83668 2.54174 4.86109
O 3.41328 2.45976 4.77065
H 5.22809 2.59074 3.84891
H 5.13638 3.44314 5.40287
H 5.24992 1.66083 5.35880
H 3.06336 2.41471 5.66363
C -6.75703 8.43118 -3.98179
O -6.89386 7.87226 -5.28424
H -5.93698 9.14344 -4.01743
H -7.66765 8.95536 -3.67941
H -6.52297 7.65803 -3.24515
H -7.61721 7.24096 -5.25448
C 4.69385 -4.57894 3.98159
O 4.56892 -3.19901 4.34896
H 5.47770 -5.02544 4.58209
H 3.75375 -5.10495 4.16682
H 4.96241 -4.66762 2.92860
H 3.86865 -2.82237 3.80732
C 6.44653 0.68426 8.41874
O 6.50933 -0.02758 7.18736
H 7.34069 1.29846 8.48676
H 5.56753 1.33382 8.45558
H 6.42156 -0.00074 9.26969
H 5.71935 -0.57229 7.12710
C -0.35607 7.50706 -0.20300
O 0.04312 6.86480 1.00524
H 0.05363 6.93084 -1.02862
H -1.44484 7.53163 -0.29544
H 0.03355 8.52671 -0.25515
H -0.31505 7.37089 1.73931
C 8.60846 -5.26027 2.72201
O 7.46078 -6.02323 3.08833
H 8.42787 -4.83764 1.73722
H 8.77734 -4.44718 3.43292
H 9.49499 -5.89718 2.67446
H 7.63139 -6.39174 3.95880
C 2.42520 -2.99306 7.52143
O 3.66557 -2.30119 7.59924
H 1.88066 -2.79587 8.44132
H 1.82903 -2.64088 6.67536
H 2.58043 -4.07127 7.42681
H 4.14270 -2.47881 6.78252
C -5.17939 0.84884 -7.01869
O -4.45226 2.07243 -6.99220
H -6.21037 1.07502 -6.75963
H -5.15432 0.39705 -8.01377
H -4.77724 0.13897 -6.29102
H -3.53873 1.87250 -7.21669
C -4.30494 -7.88628 1.00060
O -2.92945 -7.58646 0.78842
H -4.36370 -8.56565 1.84677
H -4.87445 -6.98277 1.23484
H -4.74252 -8.37390 0.12516
H -2.87540 -6.98537 0.04082
*
```

Atom charges from the Mulliken analysis, given in e for atoms 1 to 2:
1. C -1.18
2. C -0.60

=====

No. 2
The following is a DFT calculation (ωB97M-V/def2-TZVPD) of C36H82F12N8NiO18S4 as an isolated structure at a distorted geometry.

The calculation puts the LUMO energy (spin up / spin down) at -2.165 / -7.597 eV. For the orbital gap (spin up / spin down), the calculation gives 0.28899 / 0.08936 Eh. The highest occupied orbital energy (spin up / spin down) is -10.03 / -10.03 eV. Its expectation value of S² is 3.7580.

The geometry in ORCA input format:
```
! RIJCOSX wB97M-V def2-TZVPD def2/J DEFGRID3
* xyz 1 4
Ni 2.92197 -2.06891 0.54371
C 6.95742 -2.21099 0.53149
F 8.27563 -2.05903 0.21120
F 6.65760 -3.55153 0.51525
F 6.79877 -1.66326 1.73700
S 5.88066 -1.24984 -0.73999
O 6.60512 -0.15184 -1.38095
O 5.46382 -2.20362 -1.71057
N 4.45418 -0.83288 0.16641
S 4.81882 0.65690 0.71020
O 3.90989 0.96275 1.84019
O 6.22463 0.87006 1.01753
C 4.45695 2.02719 -0.62172
F 4.32465 3.24287 -0.04608
F 5.67207 2.28871 -1.27779
F 3.45132 1.73198 -1.45059
C 0.62643 -0.74680 3.73433
F 1.10687 -1.36873 4.80560
F -0.45452 -0.15944 4.08913
F 1.57557 0.14624 3.40605
S 0.18451 -1.97848 2.34463
O 0.70695 -3.33148 2.72040
O -1.26490 -1.96789 2.06802
N 1.08792 -1.36920 1.00313
S 0.21831 -0.21904 0.43435
O -0.65651 0.48433 1.38283
O 1.16024 0.60941 -0.34561
C -0.86969 -0.95695 -1.05246
F -0.55862 -2.24467 -1.30412
F -2.09508 -0.90221 -0.58876
F -0.82078 -0.20686 -2.20538
C 1.88274 0.30709 -6.38083
C 0.74739 -0.70294 -6.43230
C 1.00828 -1.85934 -7.45515
O -0.27849 -2.38946 -7.77652
C -0.38737 -3.37213 -8.88519
N 0.59799 -1.33389 -5.17017
H 2.74199 -0.26331 -6.02811
H 1.87125 1.21058 -5.77120
H 2.14549 0.56721 -7.40621
H -0.22302 -0.25609 -6.64849
H 1.76972 -2.59971 -7.20988
H 1.40928 -1.32171 -8.31438
H 0.22055 -4.25066 -8.66907
H 0.10392 -2.90311 -9.73768
H -1.33088 -3.82868 -9.18425
H -0.00348 -0.87839 -4.49872
H 0.13154 -2.21656 -5.32315
C -4.62059 -2.89423 3.40025
C -4.19547 -3.47719 4.74442
C -2.70383 -3.15973 4.92926
O -2.11139 -3.93696 5.92762
C -0.68674 -3.73272 6.16422
N -4.93309 -2.88298 5.80502
H -4.23549 -1.88451 3.25776
H -5.63438 -3.15053 3.09263
H -4.01665 -3.38388 2.63632
H -4.24619 -4.56378 4.67475
H -2.49603 -2.09835 5.06489
H -2.23956 -3.40482 3.97402
H -0.35421 -2.74825 6.49338
H -0.24849 -4.05619 5.22007
H -0.28405 -4.44608 6.88327
H -4.42595 -3.13020 6.64276
H -5.85663 -3.26981 5.93747
C -2.58683 2.90203 -0.29458
O -3.32886 3.91078 -0.95221
C -4.32592 3.38838 -1.74823
C -5.52686 4.33233 -1.88917
N -6.17727 4.27603 -0.55453
C -6.84293 5.50653 -0.12164
C -7.02106 5.44858 1.43400
O -5.66690 5.48809 2.03179
C -5.76232 5.72690 3.41931
H -3.08240 2.36915 0.51692
H -1.64621 3.31469 0.07018
H -2.25932 2.07521 -0.92483
H -4.64200 2.36184 -1.56271
H -3.86476 3.22062 -2.72151
H -6.26557 4.23712 -2.68500
H -5.18509 5.35299 -2.06106
H -5.43926 4.07209 0.10415
H -7.83272 5.60728 -0.56690
H -6.29509 6.36398 -0.51248
H -7.52836 4.51867 1.69094
H -7.58323 6.34963 1.67928
H -6.37215 5.00002 3.95584
H -6.15915 6.73280 3.55634
H -4.81679 5.73331 3.96157
C -6.25609 0.51626 -4.14341
O -6.17682 -0.13906 -2.95118
C -4.89396 -0.62427 -2.59097
C -4.47796 -1.77371 -3.47089
N -3.73631 -1.38082 -4.66637
C -3.30751 -2.51493 -5.46798
C -3.06849 -2.07066 -6.90290
O -4.25730 -1.55620 -7.46611
C -4.03742 -0.95136 -8.70846
H -5.67246 1.43638 -4.17293
H -7.28451 0.86523 -4.23649
H -6.23846 -0.12579 -5.02407
H -4.88112 -0.87796 -1.53097
H -4.19286 0.21020 -2.57642
H -5.27947 -2.48452 -3.67189
H -3.86624 -2.50722 -2.94566
H -4.26481 -0.69956 -5.19237
H -3.99928 -3.35663 -5.43487
H -2.36400 -2.80731 -5.00712
H -2.95683 -2.99109 -7.47599
H -2.22523 -1.40413 -7.08393
H -3.55136 -0.00357 -8.47705
H -4.90756 -0.70794 -9.31813
H -3.30544 -1.46268 -9.33364
C 2.79253 -1.16743 -2.55767
O 2.72178 -2.04385 -1.49644
C 2.70078 -3.41033 -1.89992
C 2.46852 -4.34603 -0.74806
N 3.58379 -4.06487 0.23264
C 3.34566 -4.82174 1.50954
C 3.79086 -4.03089 2.80308
O 3.59357 -2.65117 2.53969
C 4.18678 -1.87061 3.52459
H 2.74602 -1.65212 -3.53287
H 3.81779 -0.79762 -2.54327
H 2.21633 -0.26246 -2.36500
H 3.57066 -3.73407 -2.47142
H 1.84385 -3.53410 -2.56208
H 2.59152 -5.31941 -1.22295
H 1.47311 -4.35755 -0.30406
H 4.30931 -4.61218 -0.20801
H 3.75912 -5.82018 1.36721
H 2.26273 -4.86568 1.62550
H 4.83444 -4.31709 2.93398
H 3.25293 -4.36359 3.69080
H 3.96665 -0.80309 3.52993
H 5.27646 -1.84795 3.50981
H 3.74517 -2.09402 4.49575
C 1.86546 4.90458 2.24674
O 2.77862 4.39359 3.24651
C 2.45120 3.13626 3.74361
C 3.60805 2.77540 4.54268
N 3.97639 3.70807 5.59186
C 5.18793 3.11026 6.22863
C 5.63965 4.23714 7.18584
O 7.00012 4.06568 7.57668
C 7.72629 5.18738 8.21498
H 1.99919 5.93470 1.91647
H 0.81362 4.93646 2.53085
H 2.05452 4.39508 1.30186
H 2.21357 2.49173 2.89732
H 1.51826 3.29095 4.28563
H 4.45700 2.73036 3.86050
H 3.57204 1.75052 4.91205
H 4.31056 4.45841 5.00416
H 5.98601 2.96447 5.50069
H 5.06443 2.09938 6.61718
H 5.05665 4.26051 8.10653
H 5.74895 5.23130 6.75249
H 8.07859 6.02751 7.61650
H 8.52355 4.92491 8.91038
H 6.99319 5.63023 8.88918
*
```

Atom charges from the Mulliken analysis, given in e for atoms 1 to 2:
1. Ni 0.05
2. C 0.79